{"formula": "C16H15KN3O2", "method": "ωB97M-V/def2-TZVPD", "elements": ["K", "C", "N", "C", "C", "C", "C", "C", "N", "C", "C", "C", "C", "C", "C", "H", "H", "H", "H", "H", "H", "H", "H", "H", "H", "H", "O", "C", "C", "C", "C", "O", "N", "H", "H", "H", "H"], "coordinates": [[0.68774, -0.26760, -1.92862], [-1.69245, -0.06848, 0.74638], [-0.57554, 0.53794, 0.06538], [0.42699, 0.92300, 0.76682], [1.59855, 1.48238, 0.22213], [2.76912, 1.80653, 0.93440], [3.69647, 2.21382, -0.00560], [3.03603, 2.13956, -1.23705], [1.78744, 1.71029, -1.11609], [-2.61119, 0.97834, 1.31844], [-2.99293, 0.95387, 2.65414], [-3.75521, 1.97956, 3.18744], [-4.13925, 3.04342, 2.39132], [-3.79134, 3.05781, 1.04926], [-3.03713, 2.03029, 0.51536], [-1.35829, -0.74011, 1.55369], [-2.22267, -0.67381, 0.00657], [0.42976, 0.81725, 1.86809], [2.89626, 1.74087, 2.00191], [4.71389, 2.53064, 0.15790], [3.42749, 2.40203, -2.20754], [-2.68597, 0.12536, 3.28123], [-4.04056, 1.95452, 4.23175], [-4.70771, 3.86223, 2.81350], [-4.10399, 3.87923, 0.41932], [-2.74602, 2.03773, -0.52643], [-0.64426, -3.25796, -1.17648], [0.42804, -3.32075, -1.75422], [1.48960, -4.40320, -1.45178], [2.66307, -3.97766, -2.31083], [2.12177, -2.72673, -3.03988], [2.79494, -2.05681, -3.80504], [0.84859, -2.48618, -2.71062], [1.07601, -5.37238, -1.73729], [1.71070, -4.42605, -0.38245], [2.94965, -4.71725, -3.06096], [3.55240, -3.71167, -1.73412]], "forces_ev_per_angstrom": [[-0.4, 0.3, -0.8], [-0.1, -0.2, 0.2], [-0.1, 0.2, 0.2], [-0.6, -0.1, 0.5], [0.9, 0.5, 0.0], [-0.2, -0.2, 0.3], [0.4, 0.2, 0.0], [0.2, 0.2, -0.2], [0.0, 0.8, 0.1], [0.0, -0.1, 0.1], [0.0, -0.1, -0.1], [-0.1, 0.1, 0.2], [-0.1, 0.1, 0.1], [0.0, 0.1, -0.1], [0.0, 0.0, 0.0], [-0.1, 0.0, -0.1], [-0.1, -0.1, 0.2], [0.0, -0.1, -0.2], [0.0, -0.1, 0.2], [0.1, 0.0, 0.1], [0.1, 0.0, -0.1], [0.1, 0.0, 0.0], [0.0, 0.0, 0.0], [0.0, 0.0, 0.0], [0.0, 0.1, 0.0], [0.0, 0.1, 0.0], [-0.5, 0.0, 0.4], [0.4, -0.9, 0.2], [-0.1, 0.0, 0.1], [0.1, 0.1, -0.1], [0.6, -0.8, 0.0], [0.3, 0.3, -0.3], [-0.5, -0.6, -0.8], [0.0, 0.0, 0.1], [-0.1, 0.0, -0.1], [0.1, 0.0, 0.0], [0.0, 0.0, -0.1]], "lowdin_charge": [0.93, -0.21, -0.10, -0.16, -0.40, -0.10, -0.14, -0.23, -0.10, -0.21, -0.05, -0.10, -0.11, -0.09, -0.04, 0.12, 0.12, 0.13, 0.08, 0.07, 0.09, 0.11, 0.09, 0.09, 0.10, 0.11, 0.00, -0.58, -0.11, -0.11, -0.58, 0.00, -0.04, 0.11, 0.11, 0.11, 0.11], "homo_energy_ev": -4.25, "lumo_energy_ev": 2.69, "molar_mass_da": 320.41, "total_charge": -1, "max_force_ev_per_a": 1.112}

=====

{"formula": "C7H9N", "method": "ωB97M-V/def2-TZVPD", "elements": ["C", "C", "C", "N", "C", "C", "H", "H", "H", "H", "H", "C", "C", "H", "H", "H", "H"], "coordinates": [[1.24205, -1.39567, -0.45390], [1.92677, -0.87170, 0.60501], [1.23762, -0.39558, 1.63433], [-0.00576, -0.60509, 1.83240], [-0.69461, -1.07731, 0.83942], [-0.10685, -1.43994, -0.33730], [1.76712, -1.67939, -1.36901], [3.10829, -1.01282, 0.55735], [1.56680, -0.14274, 2.65145], [-1.81223, -1.00571, 1.03000], [-0.67375, -1.91542, -1.17175], [-1.62709, 2.01762, -2.17303], [-1.58416, 3.07186, -1.33802], [-0.69070, 1.48343, -2.34445], [-2.48619, 1.96710, -2.79916], [-0.71584, 3.32264, -0.67074], [-2.38566, 3.76280, -1.36957]], "forces_ev_per_angstrom": [[0.8, 0.2, -0.9], [5.4, -1.0, -2.2], [1.9, 0.0, 4.8], [-3.3, 0.7, 0.4], [-3.2, 0.4, 0.0], [-1.8, -1.6, -2.3], [-0.3, -0.2, 0.4], [-2.7, 1.0, 0.4], [1.7, 0.6, -0.9], [1.4, -0.8, -0.7], [0.2, 0.7, 0.8], [1.4, 1.9, 1.0], [1.3, -1.0, -0.1], [-0.7, -0.5, 0.1], [-0.3, -0.6, -0.6], [-0.9, -0.4, -0.8], [-0.8, 0.6, 0.4]], "lowdin_charge": [-0.11, -0.10, -0.22, 0.05, -0.17, -0.10, 0.11, 0.15, 0.12, 0.13, 0.12, -0.08, -0.08, 0.04, 0.03, 0.06, 0.02], "homo_energy_ev": -9.58, "lumo_energy_ev": 0.95, "molar_mass_da": 107.16, "max_force_ev_per_a": 5.866, "smiles": "c1ccncc1.C=C"}

=====

{"formula": "Cd2Cl4O16", "method": "ωB97M-V/def2-TZVPD", "elements": ["Cd", "Cd", "Cl", "O", "O", "O", "O", "Cl", "O", "O", "O", "O", "Cl", "O", "O", "O", "O", "Cl", "O", "O", "O", "O"], "coordinates": [[0.20259, -2.07041, 2.35159], [2.19759, 1.91559, -0.96541], [1.45359, -1.62341, -0.83741], [1.85259, -0.33041, -1.46841], [0.06259, -1.99141, -1.21641], [2.32859, -2.75641, -1.48641], [1.48259, -1.47041, 0.61959], [-0.92641, 1.06259, -2.57941], [-0.07241, 0.44459, -3.63241], [-2.04041, 0.09159, -2.31541], [-0.13041, 1.20459, -1.35041], [-1.40841, 2.33559, -3.24241], [1.57459, 0.98359, 2.25259], [0.52959, 0.00559, 2.76759], [1.16359, 1.71459, 0.96159], [1.98159, 1.90459, 3.29059], [2.77259, 0.17559, 1.91659], [-2.59541, -0.28341, 1.04359], [-3.47241, -0.97141, 2.10459], [-1.21541, -0.79241, 1.16859], [-3.03141, -0.73541, -0.35241], [-2.70941, 1.18659, 0.96959]], "forces_ev_per_angstrom": [[-0.9, 1.0, -1.8], [-2.5, -2.1, -0.1], [-2.4, -4.7, -5.9], [0.9, -0.7, 1.2], [3.0, 1.5, 1.2], [-1.6, 3.9, 3.2], [1.0, -0.7, 0.3], [-3.2, -2.5, -6.8], [-0.1, 0.9, 2.1], [2.9, 3.4, -0.3], [0.9, 1.8, 1.2], [1.0, -1.9, 3.1], [4.3, -1.4, 0.3], [1.2, 3.0, -0.2], [-0.3, -0.9, 2.5], [-2.0, -0.6, -1.4], [-1.8, 1.5, 0.2], [-6.6, -1.2, -4.6], [2.8, 2.1, -1.8], [1.4, -0.4, 1.1], [0.9, 0.3, 4.7], [1.2, -2.3, 1.9]], "lowdin_charge": [1.58, 1.59, 0.82, -0.48, -0.30, -0.32, -0.52, 0.76, -0.39, -0.32, -0.49, -0.36, 0.82, -0.48, -0.48, -0.26, -0.38, 0.80, -0.38, -0.54, -0.36, -0.31], "homo_energy_ev": -8.99, "lumo_energy_ev": -5.12, "molar_mass_da": 622.62, "max_force_ev_per_a": 8.091}

=====

{"formula": "C5H8O2", "method": "ωB97M-V/def2-TZVPD", "elements": ["C", "C", "O", "C", "O", "C", "C", "H", "H", "H", "H", "H", "H", "H", "H"], "coordinates": [[0.41976, -1.48077, -0.47874], [0.19173, -0.13890, 0.16506], [-0.95686, -0.05144, 1.01041], [-2.12964, 0.17869, 0.40335], [-2.35225, 0.10807, -0.77528], [0.54884, 1.13844, -0.51966], [1.32508, 0.67783, 0.69115], [-0.40887, -1.73603, -1.14635], [0.53682, -2.26328, 0.27977], [1.34067, -1.44140, -1.07133], [-2.87034, 0.46974, 1.16239], [1.00919, 1.07075, -1.50090], [-0.13874, 1.97108, -0.40122], [2.33484, 0.30266, 0.55178], [1.14977, 1.19455, 1.62957]], "forces_ev_per_angstrom": [[0.0, 0.0, 0.0], [0.2, 0.0, -0.1], [-0.1, 0.1, 0.0], [-0.2, 0.0, -0.3], [0.2, 0.1, 0.5], [-0.1, 0.1, -0.2], [0.1, 0.0, 0.1], [0.1, 0.0, 0.1], [-0.1, 0.1, -0.1], [-0.2, 0.0, 0.1], [0.0, -0.2, -0.1], [0.0, 0.0, 0.2], [0.2, -0.1, 0.0], [-0.2, 0.0, 0.0], [0.0, 0.0, -0.2]], "lowdin_charge": [0.00, -0.51, 0.02, -0.34, 0.08, -0.06, -0.06, 0.09, 0.09, 0.09, 0.15, 0.11, 0.11, 0.11, 0.11], "homo_energy_ev": -10.36, "lumo_energy_ev": 0.98, "molar_mass_da": 100.12, "max_force_ev_per_a": 0.497, "smiles": "CC1(OC=O)CC1"}